(1)
22
Properties=species:S:1:pos:R:3 method="wB97M-V/def2-TZVPD" homo_energy_ev=-13.3346 total_charge=+1 orbital_gap_ev=10.44 lumo_energy_ha=-0.1064
H -0.93649 -0.07902 2.16462
H -2.12948 0.48557 1.00773
H -1.50223 -2.67167 0.45376
H 1.45562 -0.27036 1.39402
H 2.46308 -1.28315 -0.84827
C 1.89208 -0.35679 -0.71151
H 3.30241 1.13355 -1.15046
H 0.43503 1.42468 0.27106
H -2.79687 1.41743 -2.84146
H -0.51339 0.45525 -0.64723
H -1.08500 1.59815 1.89162
N 2.72027 0.79313 -0.41614
H 0.62681 -1.52883 0.55850
H -1.52433 2.08851 -2.72272
O -1.35471 -2.73288 1.38652
H 1.37553 -0.26637 -1.65806
C -1.12161 0.64121 1.37387
N -0.11945 0.56783 0.29099
H 3.26486 0.82686 0.44187
O -2.16783 1.69398 -2.15529
H -2.17645 -2.95377 1.83049
C 0.92172 -0.48651 0.47224

(2)
22
Properties=species:S:1:pos:R:3 method="wB97M-V/def2-TZVPD" homo_energy_ev=-12.8870 total_charge=+1 orbital_gap_ev=3.29 lumo_energy_ha=-0.3528
C 0.94694 1.39765 -0.45262
H 2.49126 -3.17834 0.83138
O -4.50954 0.84782 0.91534
H -5.47225 0.09949 -2.53913
N 3.17683 -0.38431 -0.39430
N 2.49869 -2.27124 1.28534
H -0.68948 0.04617 0.18846
H -3.91635 -0.11733 -2.64959
H 0.49170 1.62953 1.71305
H 3.40154 -0.99012 -1.19684
H 3.91302 0.31675 -0.22988
H 1.94832 0.56423 1.44924
O -4.62579 0.22458 -2.10628
H 0.88543 -0.80390 -0.21352
H 2.94546 -2.30645 2.19708
C 0.38686 0.09128 0.09071
C 1.09216 1.05833 1.01649
H 2.77517 -1.45323 0.72919
H 0.32624 2.15986 -0.90082
H -5.37946 0.94479 1.30558
H -4.61200 0.78593 -0.04012
H 1.92526 1.33852 -0.99879

(3)
22
Properties=species:S:1:pos:R:3 method="wB97M-V/def2-TZVPD" homo_energy_ev=-13.0061 total_charge=+1 orbital_gap_ev=10.18 lumo_energy_ha=-0.1037
H -0.19795 -2.17209 -0.94236
H 0.04000 0.18348 0.81234
O -1.99569 -1.02473 2.27154
N 1.00192 1.62168 -0.85685
O 1.34325 0.70976 2.21100
C 0.73836 0.78175 -2.00547
H -0.37351 -0.77523 -2.82002
N 0.07691 -0.82479 0.61877
H 0.33678 1.38865 -2.85060
H 1.78073 0.55848 3.07201
C -0.46411 -0.17338 -1.88753
H 1.08050 -1.03624 0.65386
H 0.60196 2.55213 -0.85492
H -1.43489 0.35077 -1.90093
H -2.06806 -1.03668 3.22816
H 1.37276 1.67041 2.37008
H -1.65681 -1.19175 -0.43319
H -0.41848 -1.36033 1.34759
H -2.82591 -1.25045 1.84093
H 1.65708 0.32833 -2.43162
H 1.98011 1.83429 -0.72982
C -0.57499 -1.13406 -0.71298

Stability, descending: (3), (1), (2)

(1)
9
Properties=species:S:1:pos:R:3 method="wB97M-V/def2-TZVPD" homo_energy_ev=-9.8551 orbital_gap_ev=7.82 lumo_energy_ha=-0.0748
H 1.49846 0.77530 -0.60031
C -0.90998 0.56619 -0.60795
H 0.62835 -0.28831 1.50578
H 0.86359 -1.22704 -1.16946
H -2.60814 0.58928 0.41777
C -2.21720 0.82461 -0.55253
Cl -3.18723 1.53550 -1.78983
Si 0.64752 -0.22901 -0.10291
Cl -0.30259 0.83078 -3.17057

(2)
9
Properties=species:S:1:pos:R:3 method="wB97M-V/def2-TZVPD" homo_energy_ev="-10.8832 / -6.8846" orbital_gap_ev="9.77 / 3.19" lumo_energy_ha="-0.0409 / -0.1359"
H -1.25014 -1.21874 1.10074
H -1.07015 0.61981 2.19759
H 0.29733 1.33496 1.35534
C -0.40499 -0.66567 0.81952
Si 0.66809 -1.28804 -0.53687
C -0.40160 0.52530 1.35428
Cl 0.21198 3.21111 -3.23481
H 0.96312 -2.63878 -1.14744
Cl 0.98637 0.12005 -1.90837

Stability, descending: (2), (1)

(1)
18
Properties=species:S:1:pos:R:3 method="wB97M-V/def2-TZVPD" homo_energy_ev=-8.5137 orbital_gap_ev=9.11 lumo_energy_ha=0.0219 smiles=CNCN.O.O
H -2.87605 -4.03732 -3.69964
H -0.12026 -1.03533 0.18126
H -0.11488 3.78919 2.28535
C -0.64169 0.88959 0.70215
N -0.09836 -0.46813 1.01831
H -0.10748 1.30550 -0.16627
C 0.21434 2.98355 1.63206
H 0.03345 3.33266 0.60890
O -3.22118 -4.44982 -2.89376
H 3.85501 -0.76859 -1.96494
H 1.29550 2.78197 1.62547
O 3.77594 -0.04684 -1.32869
N -0.57488 1.78663 1.82230
H -1.64468 0.74962 0.28119
H 0.86392 -0.21641 1.22185
H 4.64400 0.37594 -1.17022
H -0.36259 1.21502 2.63328
H -3.00073 -3.96355 -2.10250

(2)
18
Properties=species:S:1:pos:R:3 method="wB97M-V/def2-TZVPD" homo_energy_ev=-8.9246 orbital_gap_ev=9.57 lumo_energy_ha=0.0236 smiles=CNCN.O.O
H -4.52505 -3.29451 4.55248
O -4.40486 -2.37148 4.82986
H -2.18183 -1.12092 -1.99168
H 1.42683 -1.54632 -0.69336
H 0.00051 -1.21572 -2.40639
N -0.20915 -0.60381 -1.63018
H -4.46509 -1.84088 4.03034
N 1.84702 0.47329 -0.88335
H 0.45326 -0.54338 0.33533
H 4.25078 4.14541 0.48374
H -1.98725 0.21526 -0.83726
H 1.81035 0.72500 -1.86800
H 4.07569 4.09096 -1.02200
H 1.61328 1.33589 -0.40306
H -1.68896 -1.46309 -0.32821
C -1.59036 -0.74383 -1.15284
O 4.70295 4.35809 -0.34155
C 0.87188 -0.59994 -0.67389

Stability, descending: (2), (1)

(1)
18
Properties=species:S:1:pos:R:3 method="wB97M-V/def2-TZVPD" homo_energy_ev=-9.8563 orbital_gap_ev=10.45 lumo_energy_ha=0.0217 smiles=NCCN.O.O
H -0.79781 1.69644 -1.04553
C 0.39287 1.32137 0.58162
N 1.60757 0.61990 1.02640
C 0.06267 1.04377 -0.87407
N -0.47145 -0.33457 -1.10138
H 0.03287 -0.80531 -1.83299
H 0.54299 2.40623 0.67555
H 1.40328 -0.19567 1.59605
H -2.84555 -0.11170 -0.67049
O 2.02967 -2.90765 0.94331
H -0.45794 1.24247 1.27002
O -3.56064 0.56984 -0.68645
H -3.17351 1.28594 -1.19287
H 2.04537 -2.37957 1.73781
H 2.20648 1.24429 1.54118
H -0.31580 -0.85252 -0.25408
H 2.00281 -2.26878 0.20647
H 0.92397 1.23649 -1.50315

(2)
18
Properties=species:S:1:pos:R:3 method="wB97M-V/def2-TZVPD" homo_energy_ev=-8.3488 orbital_gap_ev=9.11 lumo_energy_ha=0.0279 smiles=CNCN.O.O
O -0.26045 -0.29383 -2.68156
H 0.65813 0.58814 3.15501
C 0.10960 0.08914 2.35344
C 0.61438 -0.85394 0.11091
H 1.40927 0.82758 0.97644
H -1.26453 -0.08417 -0.00447
H 1.08209 -0.41835 -0.76780
H -0.78777 0.67790 2.13875
H -1.16743 -1.74200 0.47343
N -0.82449 -0.98718 -0.09676
H 1.00819 -1.85969 0.23804
O -0.37251 1.84398 -0.41800
N 1.05964 -0.06850 1.27144
H -0.32105 1.43115 -1.29973
H -0.80628 -0.90394 -2.14032
H -0.20049 -0.85993 2.79263
H -0.65369 -0.41794 -3.55327
H 0.42289 2.38929 -0.45288

Stability, descending: (2), (1)